ORCA calculation (ωB97M-V/def2-TZVPD) on a single C4H9N molecule.

XYZ file:
```
14
Properties=species:S:1:pos:R:3
C 1.604 -0.080 0.263
C 0.393 -0.158 -0.637
C -0.642 1.004 -0.257
C -1.539 -0.167 0.311
H 1.366 0.400 1.330
H 2.421 0.553 -0.294
H 2.009 -1.201 0.409
H 0.739 -0.230 -1.709
H 0.024 1.694 0.364
H -1.239 1.415 -1.000
H -2.618 -0.080 0.091
H -1.561 -0.273 1.369
H -0.268 -1.799 0.143
N -0.690 -1.077 -0.383
```

Results
LUMO: 1.167 eV
net charge: 0
HOMO level: -8.9 eV
structure (SMILES): C[C@@H]1CCN1



ORCA calculation (ωB97M-V/def2-TZVPD) on 2 unconnected molecules or ions with the total composition C4H9N.

XYZ file:
```
14
Properties=species:S:1:pos:R:3
C -2.257 -4.936 -0.885
N -3.529 -5.109 -0.921
H -1.864 -3.953 -0.640
H -1.432 -5.449 -1.482
H -3.877 -6.028 -0.752
C 0.603 2.592 1.195
C 1.991 2.659 0.637
C 2.231 3.342 -0.477
H 0.264 1.525 1.149
H 0.582 2.970 2.284
H -0.144 3.079 0.644
H 2.803 2.083 1.089
H 3.157 3.952 -0.601
H 1.473 3.273 -1.240
```

Results
LUMO: 0.825 eV
net charge: 0
HOMO level: -8.7 eV
structure (SMILES): C=CC.C=N



ORCA calculation (ωB97M-V/def2-TZVPD) on a single C4H9N molecule.

XYZ file:
```
14
Properties=species:S:1:pos:R:3
C -1.849 -0.031 0.194
C -0.520 -0.101 -0.437
C 0.461 1.071 -0.052
C 0.636 -1.012 -0.017
H -1.737 -0.114 1.360
H -2.324 0.936 0.192
H -2.551 -0.796 -0.113
H -0.788 -0.209 -1.529
H 0.705 1.862 -0.777
H 0.011 1.554 0.896
H 2.212 0.037 0.876
H 0.507 -1.693 0.988
H 0.868 -1.828 -0.655
N 1.533 0.098 0.091
```

Results
LUMO: 1.231 eV
net charge: 0
HOMO level: -8.5 eV
structure (SMILES): CC1CNC1



ORCA calculation (ωB97M-V/def2-TZVPD) on a molecular structure, C4H9N.

XYZ file:
```
14
Properties=species:S:1:pos:R:3
C -0.882 -0.299 -0.178
C 0.179 -0.709 0.645
C 0.534 0.069 1.889
C -0.053 0.651 -1.707
N -0.473 0.930 -2.797
H -1.381 0.872 -3.232
H -1.505 0.525 0.158
H -1.400 -1.053 -0.762
H 1.296 0.222 -1.057
H 0.399 -1.772 0.675
H 1.415 -0.265 -0.269
H -0.165 -0.148 2.703
H 0.497 1.143 1.694
H 1.540 -0.168 2.238
```

Results
LUMO: 0.994 eV
net charge: 0
HOMO level: -8.5 eV



ORCA calculation (ωB97M-V/def2-TZVPD) on a gas-phase ion, C4H9N (charge +1).

XYZ file:
```
14
Properties=species:S:1:pos:R:3
C 0.781 -0.010 -1.728
C 0.113 -0.309 -0.385
C -0.075 -1.601 0.034
C -0.720 0.939 1.643
N -0.145 0.789 0.329
H 0.972 -0.854 -2.377
H 1.768 0.372 -1.458
H 0.308 0.704 -2.376
H -0.630 -2.348 -0.527
H 0.378 -2.087 0.912
H -1.787 1.137 1.625
H -0.293 1.836 2.101
H -0.269 0.222 2.350
H 0.321 1.622 -0.030
```

Results
LUMO (spin up / spin down): -4.397 / -6.405 eV
multiplicity: 2
⟨S²⟩: 0.758
net charge: +1
HOMO level (spin up / spin down): -14.6 / -16.5 eV



ORCA calculation (ωB97M-V/def2-TZVPD) on a gas-phase ion, C4H9N2 (charge +1).

XYZ file:
```
15
Properties=species:S:1:pos:R:3
C 0.223 -0.334 1.239
C -0.142 0.335 -0.141
C 0.936 0.763 -1.000
C -1.242 -1.141 -0.256
N 0.821 1.749 -1.872
N -0.941 -1.208 1.293
H 1.076 -0.943 1.235
H 0.306 0.262 2.150
H -0.909 1.127 0.113
H 1.620 -0.046 -1.170
H -0.751 -1.820 -0.866
H 1.313 1.700 -2.736
H 0.072 2.388 -1.638
H -0.706 -2.049 1.814
H -1.675 -0.784 1.835
```

Results
LUMO (spin up / spin down): -4.937 / -4.936 eV
net charge: +1
HOMO level (spin up / spin down): -11.9 / -11.9 eV



ORCA calculation (ωB97M-V/def2-TZVPD) on 2 unconnected molecules or ions with the total composition C4H9N2.

XYZ file:
```
15
Properties=species:S:1:pos:R:3
C 2.322 0.799 0.435
C 1.378 0.104 0.175
C -0.277 -0.780 -1.430
C -0.972 1.449 0.589
N -0.238 -1.552 0.730
N 0.157 -0.487 -0.027
H 3.202 1.438 0.475
H -0.200 -1.803 -1.564
H -1.361 -0.457 -1.468
H 0.466 -0.150 -1.973
H -1.647 1.506 -0.326
H -1.279 0.989 1.573
H -0.203 2.187 0.404
H -1.258 -1.713 0.611
H -0.091 -1.531 1.797
```

Results
LUMO (spin up / spin down): -6.308 / -5.473 eV
net charge: +1
HOMO level (spin up / spin down): -13.5 / -13.8 eV



ORCA calculation (ωB97M-V/def2-TZVPD) on 2 unconnected molecules or ions with the total composition C4H9N2.

XYZ file:
```
15
Properties=species:S:1:pos:R:3
C -0.909 0.140 -0.071
C 0.116 0.740 0.810
C -0.133 2.049 1.501
C 1.049 -1.786 -2.265
N -0.799 -0.373 1.091
N 0.225 -1.509 -1.347
H 1.150 0.467 0.631
H 0.701 2.302 2.151
H -1.040 2.001 2.100
H -0.249 2.850 0.773
H 1.316 -2.789 -2.578
H 1.515 -0.961 -2.792
H -1.163 -1.009 1.780
H -0.199 -2.315 -0.888
H -1.582 0.193 -0.895
```

Results
LUMO: -4.159 eV
net charge: +1
HOMO level: -14.8 eV



ORCA calculation (ωB97M-V/def2-TZVPD) on a gas-phase ion, C4H9N2 (charge +1).

XYZ file:
```
15
Properties=species:S:1:pos:R:3
C -2.794 -0.435 -0.016
C 2.330 0.256 0.183
C 0.927 0.683 -0.233
C -0.071 -0.452 -0.022
N -2.335 0.945 0.118
N -1.398 -0.122 0.008
H -3.221 -0.921 0.860
H -3.248 -0.719 -0.963
H 2.593 -0.698 -0.268
H 3.062 0.994 -0.138
H 2.419 0.157 1.262
H 0.922 0.958 -1.293
H 0.621 1.573 0.321
H 0.048 -1.264 -0.761
H 0.145 -0.955 0.943
```

Results
LUMO (spin up / spin down): -7.433 / -7.431 eV
net charge: +1
HOMO level (spin up / spin down): -16.3 / -16.3 eV
structure (SMILES): CCC[N+]1=NC1



ORCA calculation (ωB97M-V/def2-TZVPD) on a gas-phase ion, C4H9N2 (charge +1).

XYZ file:
```
15
Properties=species:S:1:pos:R:3
C -1.393 0.072 -0.571
C -0.416 0.331 0.574
C 0.554 -0.788 0.589
C 0.710 0.271 -0.437
N 1.885 -0.653 1.821
N -0.253 0.018 -1.548
H -1.961 -0.857 -0.510
H -2.063 0.903 -0.778
H -0.593 1.016 1.382
H 0.374 -1.833 0.426
H 1.603 0.848 -0.597
H 1.893 0.336 2.063
H 1.519 -1.173 2.614
H -0.121 -0.872 -2.043
H -0.280 0.770 -2.243
```

Results
LUMO: -3.617 eV
net charge: +1
HOMO level: -13.9 eV
structure (SMILES): N[C@H]1[C@@H]2C[NH2+][C@H]12



ORCA calculation (ωB97M-V/def2-TZVPD) on a molecular structure, C4H9N2.

XYZ file:
```
15
Properties=species:S:1:pos:R:3
C 0.218 1.607 -0.303
C 1.450 0.696 0.060
C 0.754 -1.725 0.232
C -0.493 0.244 -0.384
N 0.576 -0.516 -0.141
N -1.836 -0.307 0.051
H -0.111 2.193 0.507
H 0.274 2.147 -1.324
H 2.200 0.879 -0.638
H 1.753 0.651 1.170
H 1.755 -2.340 0.258
H -0.093 -2.434 -0.014
H -2.201 0.495 0.556
H -1.632 -1.176 0.607
H -2.614 -0.415 -0.638
```

Results
LUMO: -3.629 eV
net charge: +1
HOMO level: -11.8 eV



ORCA calculation (ωB97M-V/def2-TZVPD) on a gas-phase ion, C4H9N2 (charge +1).

XYZ file:
```
15
Properties=species:S:1:pos:R:3
C 0.930 -2.288 -0.123
C 0.922 -1.122 0.517
C 0.190 1.072 0.831
C -0.706 0.124 -1.208
N 0.098 -0.004 0.147
N -0.700 2.105 0.656
H 1.457 -3.197 0.152
H 0.246 -2.593 -0.810
H 1.516 -0.865 1.444
H 0.928 1.339 1.530
H -0.446 1.080 -1.548
H -0.590 -0.829 -1.777
H -1.792 0.019 -0.797
H -0.609 3.103 1.011
H -1.444 2.055 -0.026
```

Results
LUMO (spin up / spin down): -3.462 / -7.343 eV
multiplicity: 3
⟨S²⟩: 2.009
net charge: +1
HOMO level (spin up / spin down): -9.9 / -15.4 eV



For the records above, the corresponding energy values read -212.47607; -212.42283; -212.48932; -212.38692; -212.22848; -266.90291; -266.82691; -266.95698; -266.90008; -266.95915; -266.92354; -266.87455 a.u..
For the records above, the corresponding ΔE to the lowest compared entry with this formula, charge and spin values read 2.044; 3.492; 1.683; 4.469; 1.406; 5.344; 7.412; 3.872; 5.420; 3.813; 4.782; 1.433 eV.